Below is an isolated molecule of C16H21NO6S, with properties calculated with wB97M-V/def2-TZVPD.

Last column: Löwdin charge in e.
Positions of all 45 atoms, in Å:
O1 5.522 -2.335 -2.773  -0.04
C1 4.487 -2.337 -3.626  -0.46
S1 -3.414 1.256 3.631  0.63
H1 6.430 -4.098 -3.366  0.10
C2 -1.543 2.581 0.461  -0.10
C3 3.322 -1.575 -3.112  -0.12
H2 -1.507 2.854 2.614  0.12
C4 1.075 -0.801 -3.474  0.02
H3 0.185 -0.728 -4.079  0.12
H4 2.249 0.247 -0.469  0.12
O2 -4.780 0.852 3.465  -0.30
C5 -1.148 0.295 4.860  -0.12
H5 4.223 -1.002 -1.257  0.12
C6 6.674 -3.046 -3.200  -0.05
C7 -2.930 0.161 1.266  -0.19
H6 -2.377 3.275 0.354  0.13
H7 -3.858 1.267 -0.318  0.13
O3 -0.032 0.540 -1.879  0.09
H8 -1.869 1.873 -1.556  0.15
C8 -2.984 0.627 -0.188  -0.10
H9 -1.100 1.327 5.198  0.08
H10 -0.541 0.189 3.965  0.07
H11 -2.705 -0.979 4.011  0.09
N1 -2.744 1.304 2.123  -0.24
H12 -0.729 -0.347 5.634  0.08
C9 -0.509 0.555 -0.621  -0.42
C10 2.183 -1.495 -3.911  0.00
C11 2.233 -0.243 -1.429  0.01
C12 1.100 -0.179 -2.230  -0.21
H13 -3.081 -0.236 -0.849  0.13
C13 -2.588 -0.065 4.586  -0.26
O4 -3.136 2.517 4.254  -0.29
C14 3.339 -0.944 -1.872  0.01
C15 -1.735 1.445 -0.558  -0.21
H14 -0.614 3.118 0.259  0.13
C16 -1.528 2.040 1.889  -0.19
H15 -2.113 -0.564 1.392  0.12
H16 7.056 -2.625 -4.133  0.10
O5 4.512 -2.899 -4.693  0.11
H17 2.188 -1.987 -4.872  0.12
H18 -3.174 -0.134 5.498  0.10
O6 -0.032 -0.068 0.290  0.13
H19 -3.876 -0.299 1.553  0.12
H20 -0.644 1.403 2.026  0.11
H21 7.407 -2.944 -2.405  0.09

Properties
charge	0
frontier orbital gap	9.903	eV
HOMO level	-9.5777	eV


Below is a structure of composition C16H22AlBBrO2 at a distorted geometry, with properties calculated with wB97M-V/def2-TZVPD.

Last column: Löwdin charge in e.
Positions of all 43 atoms, in Å:
H1 0.774 -3.988 -1.523  0.08
C1 1.930 -3.258 0.829  -0.02
H2 1.102 2.624 -1.899  0.12
C2 2.111 -1.887 -2.387  -0.01
H3 2.733 -3.784 0.305  0.09
H4 1.535 -1.859 -3.318  0.10
H5 3.935 -1.823 -0.114  0.09
H6 2.785 -1.026 -2.337  0.09
B1 0.479 -0.272 -0.014  -0.64
H7 -3.215 2.402 -1.919  0.10
C3 -2.859 2.322 2.691  -0.21
H8 3.380 -0.976 1.339  0.10
C4 -1.049 1.919 -2.010  -0.11
H9 -0.832 1.848 3.563  0.06
H10 -1.020 1.147 -2.765  0.10
H11 -0.316 -2.929 -2.425  0.09
H12 1.006 -3.835 0.774  0.08
H13 -0.580 -3.172 -0.691  0.11
C5 3.133 -1.174 0.281  -0.01
C6 -1.919 0.231 2.452  -0.22
C7 -3.133 0.248 1.714  -0.20
H14 -4.588 1.920 1.321  0.06
H15 -3.516 -0.574 1.113  0.06
H16 2.699 -2.809 -2.365  0.09
C8 1.756 -1.908 0.192  -0.49
O1 0.352 -0.715 -1.320  0.09
C9 -2.209 2.559 -1.544  -0.11
H17 2.216 -3.147 1.882  0.10
C10 0.183 -3.075 -1.468  -0.02
H18 3.198 -0.204 -0.256  0.09
H19 -3.006 3.353 2.989  0.05
C11 -1.858 3.514 -0.583  -0.09
H20 0.094 4.293 0.128  0.08
Al1 0.466 1.738 0.341  0.15
C12 -0.447 3.509 -0.403  -0.23
C13 0.106 2.585 -1.448  -0.26
C14 1.125 -1.904 -1.247  -0.51
C15 -1.729 1.514 3.016  -0.23
Br1 1.881 2.652 1.869  0.34
O2 0.772 -1.213 0.968  0.08
H21 -2.550 4.209 -0.093  0.11
C16 -3.705 1.549 1.840  -0.21
H22 -1.219 -0.602 2.521  0.07

Properties
charge	-1
frontier orbital gap	5.379	eV
HOMO level	-2.8212	eV


Below is a structure of composition C16H22AsCrIN4O, with properties calculated with wB97M-V/def2-TZVPD.

Last column: Löwdin charge in e.
Positions of all 46 atoms, in Å:
As1 2.099 0.353 -0.296  1.06
C1 -3.192 1.830 -1.879  0.04
H1 0.915 -4.756 -0.005  0.12
N1 -1.094 -0.779 -0.878  -0.05
C2 -0.695 -3.887 -2.864  -0.03
N2 0.221 2.051 4.505  0.24
C3 2.511 -0.804 -1.793  -0.27
C4 -2.987 3.573 -0.257  0.00
C5 -0.014 1.079 3.646  -0.57
H2 3.745 -0.824 1.209  0.04
C6 -1.082 -2.602 -2.534  0.00
H3 -1.640 -1.994 -3.231  0.12
H4 -3.595 1.400 -2.785  0.13
H5 3.288 2.198 -1.544  0.05
C7 -0.732 -2.089 -1.285  -0.27
C8 3.671 0.190 0.822  -0.27
H6 1.734 -0.722 -2.551  0.04
O1 0.261 1.220 2.434  -0.17
C9 0.022 -4.662 -1.958  -0.03
H7 -4.249 3.698 -1.989  0.13
H8 3.604 0.888 1.655  0.03
H9 0.257 -2.459 0.595  0.07
H10 2.225 2.875 -0.294  0.04
C10 -0.006 -2.861 -0.379  -0.07
H11 0.659 2.904 4.187  0.15
C11 0.364 -4.150 -0.711  -0.05
C12 -3.546 3.096 -1.431  0.00
Cr1 -0.257 0.182 0.791  0.40
H12 1.537 2.285 -1.820  0.03
C13 -0.570 -0.207 4.198  -0.47
I1 -1.949 -1.100 2.834  1.11
C14 2.310 2.118 -1.072  -0.27
N3 -1.938 -0.188 -1.579  0.14
C15 -2.290 1.099 -1.131  -0.29
H13 3.466 -0.506 -2.222  0.05
H14 -1.085 -0.073 5.145  0.07
H15 0.238 -0.925 4.324  0.08
C16 -2.093 2.768 0.435  -0.08
H16 -1.638 3.103 1.358  0.12
H17 0.025 1.955 5.489  0.14
H18 2.569 -1.838 -1.459  0.03
H19 4.558 0.416 0.233  0.05
H20 -3.238 4.551 0.127  0.13
H21 -0.954 -4.293 -3.832  0.12
N4 -1.749 1.553 0.012  0.02
H22 0.315 -5.668 -2.223  0.12

Properties
charge	+2
<S²>	6.021
2S+1	5
frontier orbital gap (spin up / spin down)	7.403 / 7.317	eV
HOMO level (spin up / spin down)	-14.6062 / -14.7402	eV


Below is a cluster of 2 separate species, C16H22BFN4O5 in total at a distorted geometry, with properties calculated with wB97M-V/def2-TZVPD.

Last column: Löwdin charge in e.
Positions of all 49 atoms, in Å:
O1 3.278 -1.632 -4.987  0.06
C1 -1.638 1.851 2.474  -0.14
N1 0.963 -4.309 -3.500  -0.01
C2 -5.006 0.128 2.260  0.04
H1 1.203 -1.233 -3.401  0.14
F1 3.103 1.063 -3.701  0.01
O2 2.028 -4.657 -2.758  -0.08
H2 -7.580 0.399 1.502  0.12
H3 6.318 -3.486 -2.209  0.12
C3 2.289 3.114 3.569  0.05
H4 1.563 2.062 1.283  0.15
H5 -5.347 2.159 -0.341  0.16
N2 3.016 -2.197 -2.451  0.07
C4 -1.364 2.354 3.750  0.06
C5 -6.864 0.286 0.684  0.05
H6 -2.156 2.469 4.488  0.14
C6 6.052 -2.534 -2.862  -0.10
H7 1.304 -1.238 -1.484  0.15
C7 -4.870 1.700 0.521  0.04
C8 -3.600 2.088 0.947  0.06
H8 0.488 -3.446 -3.154  0.09
C9 0.717 2.138 1.963  0.05
C10 -3.739 0.493 2.721  0.07
C11 -0.563 1.737 1.584  0.06
H9 2.555 -2.214 -5.393  0.13
B1 3.787 -2.291 -3.754  -0.48
H10 -3.085 2.876 0.400  0.15
H11 0.296 -5.108 -3.633  0.13
O3 2.688 1.004 -1.286  -0.03
C12 2.592 0.380 -2.477  -0.11
C13 2.538 -3.540 -1.947  -0.22
H12 -3.330 -0.022 3.590  0.15
H13 0.172 3.160 5.067  0.16
C14 1.924 -1.152 -2.482  -0.07
H14 5.593 -1.705 -2.166  0.10
H15 -5.595 -0.646 2.747  0.16
C15 -3.002 1.477 2.056  -0.14
H16 2.598 2.572 4.465  0.12
N3 0.940 2.647 3.194  -0.08
H17 -7.170 0.896 -0.168  0.11
O4 2.636 -3.759 -0.609  0.03
H18 7.028 -2.057 -3.337  0.12
H19 -6.772 -0.761 0.381  0.12
N4 -5.541 0.726 1.171  -0.08
H20 2.223 4.189 3.760  0.12
H21 -0.708 1.333 0.584  0.14
O5 5.114 -2.985 -3.903  -0.05
H22 2.991 2.922 2.754  0.11
C16 -0.068 2.749 4.089  0.04

Properties
charge	+2
frontier orbital gap	5.104	eV
HOMO level	-12.9412	eV


Below is a cluster of 3 separate species, C16H22Br2F6O6 in total at a distorted geometry, with properties calculated with wB97M-V/def2-TZVPD.

Last column: Löwdin charge in e.
Positions of all 52 atoms, in Å:
O1 0.999 1.035 1.807  -0.06
H1 2.650 0.762 3.027  0.15
H2 3.216 -2.506 -8.024  0.08
Br1 2.404 0.906 -1.855  0.83
C1 4.361 -0.268 -6.528  -0.41
O2 1.607 -0.929 2.770  0.08
C2 -3.723 -0.722 5.256  -0.41
C3 -0.628 0.021 0.220  -0.13
F1 6.390 -0.121 -5.332  0.18
C4 -5.132 -0.552 4.668  -0.56
H3 -0.550 -1.044 0.054  0.12
H4 1.908 -2.716 -6.865  0.08
C5 1.224 3.864 -1.597  -0.16
Br2 -0.431 3.538 0.661  0.86
H5 -3.432 -0.182 0.201  0.07
F2 -6.070 -0.963 5.523  0.17
H6 1.948 4.527 -1.142  0.09
H7 -2.918 1.511 0.166  0.05
H8 2.578 -0.089 -8.298  0.12
H9 -2.990 -1.946 8.430  0.08
C6 -2.176 -1.626 7.780  -0.06
H10 -2.303 -3.310 6.446  0.13
C7 -2.336 -2.224 6.399  -0.19
O3 3.064 -0.384 -6.296  0.03
H11 -1.547 -1.896 5.725  0.13
H12 0.388 4.467 -1.915  0.07
C8 0.803 2.849 -0.609  -0.73
F3 -5.247 -1.271 3.547  0.17
O4 -2.861 0.094 5.146  0.17
F4 4.887 1.365 -4.910  0.16
H13 1.674 3.420 -2.469  0.03
H14 1.537 -2.364 -8.561  0.08
H15 1.468 -0.279 0.326  0.10
H16 -1.231 -1.942 8.219  0.08
C9 2.240 -0.670 -7.441  -0.19
C10 0.799 0.552 0.476  -0.38
H17 -3.672 0.829 1.603  0.06
C11 -1.639 0.232 1.359  -0.25
O5 -3.626 -1.903 5.843  0.04
O6 4.912 -0.374 -7.579  0.18
F5 4.634 -0.662 -4.203  0.15
H18 1.244 -0.322 -7.176  0.13
H19 -1.788 -0.719 1.849  0.10
C12 1.801 0.257 2.564  -0.29
H20 -2.193 -0.538 7.740  0.08
C13 2.224 -2.152 -7.743  -0.06
H21 -1.030 0.424 -0.697  0.11
C14 5.085 0.078 -5.218  -0.56
C15 1.202 1.588 -0.544  -0.65
F6 -5.365 0.720 4.373  0.18
C16 -3.000 0.623 0.778  -0.11
H22 -1.359 1.010 2.045  0.08

Properties
charge	0
frontier orbital gap	9.775	eV
HOMO level	-9.1565	eV


Below is a structure of composition C16H22CuN2 at a distorted geometry, with properties calculated with wB97M-V/def2-TZVPD.

Last column: Löwdin charge in e.
Positions of all 41 atoms, in Å:
Cu1 0.422 0.559 -1.610  0.33
C1 2.606 1.021 2.642  -0.39
C2 1.278 1.041 -3.358  -0.25
H1 -2.111 -2.077 -0.604  0.11
C3 -1.341 -1.446 -0.119  -0.19
H2 -4.554 1.819 0.605  0.07
H3 2.052 1.381 3.504  0.02
H4 -1.621 -3.855 0.608  0.06
H5 0.033 -3.649 1.263  0.05
H6 -0.609 3.146 -0.575  0.07
H7 2.448 -0.340 1.035  0.06
H8 3.689 -0.698 -1.791  0.05
H9 0.802 1.913 -3.804  0.07
C4 2.767 -0.324 -2.216  -0.20
C5 -3.133 0.279 0.204  -0.08
H10 -0.279 -0.591 -3.674  0.08
N1 1.926 0.143 1.742  -0.12
H11 -2.936 3.685 0.197  0.07
H12 3.252 1.828 -2.624  0.07
H13 1.121 2.043 1.018  0.06
H14 -0.401 -1.587 -0.691  0.09
C6 -2.632 2.640 0.093  -0.15
C7 1.622 -1.108 -2.527  -0.21
C8 -0.990 1.039 -0.434  -0.22
H15 -3.813 -0.557 0.355  0.09
C9 0.712 -0.306 -3.316  -0.26
C10 -3.527 1.608 0.326  -0.15
H16 2.749 1.490 0.368  0.06
H17 0.217 -0.576 1.993  0.05
H18 -1.488 -0.286 2.498  0.07
C11 2.038 1.471 1.187  -0.18
C12 -0.742 -1.070 2.268  -0.14
N2 -1.206 -1.932 1.227  -0.29
H19 3.666 0.793 2.767  -0.01
C13 -1.316 2.365 -0.326  -0.15
C14 2.560 0.987 -2.708  -0.20
H20 -0.573 -1.690 3.160  0.05
C15 -1.023 -3.346 1.377  -0.23
H21 1.495 -2.163 -2.306  0.07
H22 -1.362 -3.639 2.375  0.05
C16 -1.801 -0.011 -0.129  -0.28

Properties
charge	-2
<S²>	0.750
2S+1	2
frontier orbital gap (spin up / spin down)	1.856 / 6.580	eV
HOMO level (spin up / spin down)	3.6612 / -1.1380	eV


Below is a structure of composition C16H22FeNO4 at a distorted geometry, with properties calculated with wB97M-V/def2-TZVPD.

Last column: Löwdin charge in e.
Positions of all 44 atoms, in Å:
C1 0.146 -0.768 -1.329  -0.18
H1 -4.292 5.840 1.332  0.11
H2 -0.484 1.256 1.338  0.10
H3 -2.102 6.161 2.252  0.10
C2 -3.467 5.757 0.623  -0.14
Fe1 0.846 -0.921 0.844  0.09
H4 0.960 2.790 -0.215  0.09
H5 1.853 -2.107 -1.502  0.11
H6 3.341 1.602 -0.512  0.10
H7 3.320 -0.721 -0.008  0.11
H8 -0.450 -1.361 -2.032  0.09
H9 -3.567 3.617 1.020  0.15
H10 -3.634 4.610 -1.873  0.13
C3 -0.610 -1.360 1.870  -0.12
O1 1.864 -3.659 1.385  0.03
C4 2.349 -0.328 -0.331  -0.25
H11 -5.484 2.220 -2.382  0.08
O2 2.376 -0.141 3.209  0.06
H12 -4.130 2.696 -3.426  0.09
H13 2.075 1.307 -1.696  0.10
H14 -0.307 4.998 1.305  0.11
O3 -3.654 2.590 -1.377  -0.19
H15 -3.727 6.310 -0.286  0.11
H16 -4.131 1.081 -2.652  0.09
H17 -0.513 5.812 -0.257  0.10
C5 2.345 1.153 -0.639  -0.19
C6 0.160 0.915 0.515  -0.30
H18 -1.404 3.424 -0.421  0.11
C7 1.505 -2.590 1.120  -0.22
H19 1.777 2.110 1.220  0.10
O4 -1.528 -1.687 2.494  0.09
C8 -4.390 2.133 -2.514  -0.11
C9 -1.063 5.293 0.553  -0.22
C10 1.796 -0.372 2.232  -0.21
H20 -1.929 7.301 0.887  0.10
C11 1.477 -1.171 -1.081  -0.25
H21 -5.056 4.078 -0.895  0.13
C12 1.308 1.852 0.253  -0.22
C13 -2.117 6.258 1.161  -0.16
C14 -3.970 3.927 -1.066  -0.22
C15 -0.478 0.180 -0.529  -0.20
H22 -1.566 0.294 -0.607  0.10
N1 -1.822 4.195 0.060  -0.02
C16 -3.227 4.297 0.214  -0.36

Properties
charge	-1
<S²>	6.091
2S+1	5
frontier orbital gap (spin up / spin down)	3.067 / 7.175	eV
HOMO level (spin up / spin down)	-0.2841 / -4.4051	eV


Below is a structure of composition C16H22IMoN3O7P2 at a distorted geometry, with properties calculated with wB97M-V/def2-TZVPD.

Last column: Löwdin charge in e.
Positions of all 52 atoms, in Å:
C1 -1.167 2.472 -1.078  -0.19
N1 -1.474 -0.242 -2.077  -0.01
C2 -0.480 -4.845 -0.733  -0.52
O1 2.416 2.034 -0.589  -0.01
H1 2.881 1.637 1.912  0.07
O2 0.132 -0.747 3.602  -0.23
H2 3.149 2.638 -0.760  0.13
H3 1.612 -2.813 -2.369  0.11
H4 -2.187 4.292 -1.553  0.13
C3 1.224 2.625 -0.906  -0.32
C4 -4.799 0.236 -0.475  -0.03
H5 2.072 4.574 -1.235  0.13
C5 1.165 3.980 -1.206  0.00
O3 2.979 -2.480 0.442  -0.33
H6 2.309 -2.492 2.262  0.11
N2 1.122 -3.654 -2.101  0.22
P1 3.038 -0.830 0.173  0.93
H7 -1.506 -4.675 -0.431  0.06
H8 -3.817 -1.352 -1.530  0.12
Mo1 0.100 -0.230 -0.683  1.73
H9 1.437 -4.540 -2.460  0.14
O4 -0.272 -2.484 -0.756  -0.14
H10 -5.707 -0.328 -0.313  0.12
C6 0.139 -3.569 -1.212  -0.64
C7 -3.519 2.262 -0.227  0.00
C8 -1.229 3.822 -1.373  -0.02
H11 2.804 0.928 3.531  0.10
H12 -0.405 -5.658 -1.448  0.06
H13 0.165 1.891 3.289  0.12
P2 0.391 -0.033 2.342  0.41
O5 1.952 -0.697 -1.014  -0.62
C9 -0.060 4.568 -1.455  -0.03
H14 -1.740 -1.199 -2.305  0.11
H15 -0.105 5.621 -1.700  0.13
N3 2.430 -1.630 2.806  0.15
H16 3.758 -2.928 0.089  0.08
O6 0.266 1.538 2.394  -0.09
H17 4.104 0.471 2.414  0.09
C10 2.184 -0.413 1.923  -0.53
C11 -2.435 1.704 -0.902  -0.14
C12 -2.587 0.400 -1.357  -0.24
C13 -4.685 1.545 -0.015  -0.02
H18 -1.272 0.247 -2.950  0.15
H19 -3.429 3.270 0.156  0.13
I1 0.568 -5.460 1.028  0.89
H20 1.727 -1.602 3.571  0.13
C14 3.044 0.728 2.485  -0.12
H21 -5.505 2.006 0.518  0.12
C15 0.075 1.821 -0.871  -0.18
O7 -0.501 -0.442 1.116  -0.41
H22 3.378 -1.629 3.181  0.17
C16 -3.740 -0.339 -1.150  -0.01

Properties
charge	+2
<S²>	2.018
2S+1	3
frontier orbital gap (spin up / spin down)	7.121 / 7.323	eV
HOMO level (spin up / spin down)	-13.8583 / -13.9629	eV


Values of molecular weight, in order: 355.4 364.0 540.2 380.2 584.1 305.9 348.2 653.2, all in g mol⁻¹.